1.
Entry from OMol25: H3N2O3S as an isolated structure (wB97M-V/def2-TZVPD).

Results
- E_HOMO: -3.948 eV
- Energy relative to the best compared isomer or geometry (same formula, charge and spin): 26.7 kcal per mole
- Maximum force: 3.308 eV/A
- Lowest unoccupied orbital energy: 4.291 eV
- E: -20006.6601 eV
- Orbital gap: 8.24 eV

Geometry as ORCA input:
```
! RIJCOSX wB97M-V def2-TZVPD def2/J DEFGRID3
* xyz -1 1
N 0.518 -0.218 -0.093
N -0.299 0.882 -0.452
O -3.232 1.078 0.202
O -1.941 -0.761 1.232
O -2.564 -0.881 -1.142
S -2.308 -0.033 0.013
H 0.083 -0.715 0.696
H 0.481 -0.856 -0.886
H -0.299 1.511 0.353
*
```

Atomic charges from the Mulliken analysis, expressed in e, are listed below: -0.5132, -0.4877, -0.6037, -0.6246, -0.6074, 1.0195, 0.3231, 0.2509, 0.2431

2.
Entry from OMol25: a 2-piece molecular cluster, H3N3O overall (wB97M-V/def2-TZVPD).

Results
- E_HOMO (spin up / spin down): -7.574 / -8.295 eV
- Energy relative to the best compared isomer or geometry (same formula, charge and spin): 92.3 kcal per mole
- Maximum force: 2.847 eV/A
- Lowest unoccupied orbital energy (spin up / spin down): 0.322 / -0.059 eV
- E: -6561.3887 eV
- Orbital gap (spin up / spin down): 7.90 / 8.24 eV

Geometry as ORCA input:
```
! RIJCOSX wB97M-V def2-TZVPD def2/J DEFGRID3
* xyz 0 1
N -0.871 0.455 0.467
N 0.423 1.037 -1.359
N -0.184 -0.665 0.581
O 0.948 -0.011 -1.313
H -0.819 -1.363 0.275
H 0.871 -0.775 0.601
H -0.368 1.322 0.750
*
```

Atomic charges from the Mulliken analysis, expressed in e, are listed below: -0.5594, 0.1177, -0.1449, -0.2102, 0.2676, 0.2884, 0.2408

3.
Entry from OMol25: a 3-piece molecular cluster, H3N3O2 overall (wB97M-V/def2-TZVPD).

Results
- E_HOMO (spin up / spin down): 0.360 / 0.360 eV
- Energy relative to the best compared isomer or geometry (same formula, charge and spin): 126.8 kcal per mole
- Maximum force: 7.817 eV/A
- Lowest unoccupied orbital energy (spin up / spin down): 4.910 / 5.893 eV
- E: -8603.7919 eV
- Orbital gap (spin up / spin down): 4.55 / 5.53 eV

Geometry as ORCA input:
```
! RIJCOSX wB97M-V def2-TZVPD def2/J DEFGRID3
* xyz -2 1
N 8.805 -4.969 3.645
N -5.155 3.524 -1.781
N -5.677 2.972 -0.820
O -6.082 1.580 -0.761
O -4.710 3.798 -2.820
H 9.424 -4.154 3.684
H 8.154 -5.100 2.916
H -4.761 2.349 -4.063
*
```

Atomic charges from the Mulliken analysis, expressed in e, are listed below: -0.5466, 0.3286, -0.1501, -0.6430, -0.4832, -0.2234, -0.2301, -0.0523

4.
Entry from OMol25: a 2-piece molecular cluster, H3N3O2 overall (wB97M-V/def2-TZVPD).

Results
- E_HOMO (spin up / spin down): -6.962 / -10.096 eV
- Energy relative to the best compared isomer or geometry (same formula, charge and spin): 46.7 kcal per mole
- Maximum force: 7.432 eV/A
- Lowest unoccupied orbital energy (spin up / spin down): 1.044 / -2.267 eV
- <S²>: 2.014
- E: -8605.9322 eV
- Orbital gap (spin up / spin down): 8.01 / 7.83 eV

Geometry as ORCA input:
```
! RIJCOSX wB97M-V def2-TZVPD def2/J DEFGRID3
* xyz 0 3
N 1.457 0.153 -0.603
N 0.883 1.498 1.235
N 1.172 0.695 0.372
O -1.828 -0.842 -0.252
O 1.520 -0.907 -1.203
H 0.073 2.161 1.062
H -2.387 -1.606 -0.353
H -0.891 -1.151 -0.257
*
```

Atomic charges from the Mulliken analysis, expressed in e, are listed below: 0.0163, -0.7290, 0.7960, -0.6336, -0.3528, 0.2733, 0.3081, 0.3216

5.
Entry from OMol25: one molecule with the formula H3N3O2 (wB97M-V/def2-TZVPD).

Results
- E_HOMO (spin up / spin down): -5.663 / -10.761 eV
- Energy relative to the best compared isomer or geometry (same formula, charge and spin): 79.7 kcal per mole
- Maximum force: 18.533 eV/A
- Lowest unoccupied orbital energy (spin up / spin down): 0.895 / -2.169 eV
- <S²>: 2.007
- E: -8604.5004 eV
- Orbital gap (spin up / spin down): 6.56 / 8.59 eV

Geometry as ORCA input:
```
! RIJCOSX wB97M-V def2-TZVPD def2/J DEFGRID3
* xyz 0 3
N 1.398 -0.471 -0.126
N 0.294 0.347 -0.317
N -0.807 -0.050 -0.227
O -1.227 -1.191 -0.183
O -1.645 0.901 -0.169
H 0.977 -1.327 0.375
H 2.023 0.109 0.423
H -1.013 1.683 0.224
*
```

Atomic charges from the Mulliken analysis, expressed in e, are listed below: -0.3799, -0.5935, 1.2351, -0.6588, -0.5806, 0.2843, 0.2872, 0.4062

6.
Entry from OMol25: H3N3O2S as an isolated structure (wB97M-V/def2-TZVPD).

Results
- E_HOMO (spin up / spin down): -9.256 / -8.496 eV
- Energy relative to the best compared isomer or geometry (same formula, charge and spin): 115.6 kcal per mole
- Maximum force: 6.098 eV/A
- Lowest unoccupied orbital energy (spin up / spin down): -1.221 / -0.924 eV
- E: -19441.1248 eV
- Orbital gap (spin up / spin down): 8.03 / 7.57 eV

Geometry as ORCA input:
```
! RIJCOSX wB97M-V def2-TZVPD def2/J DEFGRID3
* xyz 0 1
N -0.377 -0.339 -1.594
N 0.599 -0.195 0.908
N 0.854 0.806 -0.020
O -0.180 -1.543 -0.914
O -1.520 0.993 0.277
S -0.399 1.354 -0.851
H 0.399 -1.180 0.108
H 1.461 -0.269 1.310
H -0.836 0.373 0.777
*
```

Atomic charges from the Mulliken analysis, expressed in e, are listed below: -0.0863, -0.5854, -0.2524, -0.3288, -0.4694, 0.4864, 0.3837, 0.2627, 0.5895

7.
Entry from OMol25: one molecule with the formula H3N3O2S (wB97M-V/def2-TZVPD).

Results
- E_HOMO: -8.933 eV
- Energy relative to the best compared isomer or geometry (same formula, charge and spin): 57.3 kcal per mole
- Maximum force: 3.161 eV/A
- SMILES: NN(S)[N+](=O)[O-]
- Lowest unoccupied orbital energy: 0.573 eV
- E: -19443.6499 eV
- Orbital gap: 9.51 eV

Geometry as ORCA input:
```
! RIJCOSX wB97M-V def2-TZVPD def2/J DEFGRID3
* xyz 0 1
N 0.165 -0.920 0.940
N -0.110 0.194 -0.024
S -0.934 1.566 0.495
N 0.561 0.361 -1.211
O 1.241 -0.519 -1.620
O 0.249 1.417 -1.726
H 0.935 -1.451 0.542
H -0.701 -1.528 1.100
H -1.405 0.880 1.504
*
```

Atomic charges from the Mulliken analysis, expressed in e, are listed below: -0.5959, 0.0954, -0.0495, 1.1820, -0.6590, -0.6722, 0.2898, 0.2813, 0.1281

8.
Entry from OMol25: an isolated ion of composition H3N4 and charge -1 (wB97M-V/def2-TZVPD).

Results
- E_HOMO: -2.638 eV
- Energy relative to the best compared isomer or geometry (same formula, charge and spin): 9.7 kcal per mole
- Maximum force: 3.673 eV/A
- SMILES: N=[N+]([NH-])[NH-]
- Lowest unoccupied orbital energy: 5.809 eV
- E: -6006.0289 eV
- Orbital gap: 8.45 eV

Geometry as ORCA input:
```
! RIJCOSX wB97M-V def2-TZVPD def2/J DEFGRID3
* xyz -1 1
N -1.044 0.558 0.834
N 0.065 -0.051 0.003
N 1.259 -0.139 0.443
N -0.189 -0.369 -1.201
H -1.832 0.774 0.168
H 1.126 -0.064 1.447
H 0.587 -0.821 -1.621
*
```

Atomic charges from the Mulliken analysis, expressed in e, are listed below: -0.7610, 0.9647, -0.9002, -0.9023, 0.1305, 0.2265, 0.2420